No. 1
Below is C41H36BiN3OPSSe as an isolated structure, with properties calculated with wB97M-V/def2-TZVPD.

Each line ends with the Löwdin charge.
Geometry (Å):
Bi 0.4627 -1.0861 -1.2199  1.3754
C -0.2032 4.0040 2.7342  -0.0414
C -1.6687 3.7349 2.9623  -0.2546
C -2.3236 4.5161 3.9191  -0.0657
C -3.6753 4.3931 4.1797  -0.0997
C -4.4229 3.4779 3.4520  -0.0966
C -3.7933 2.7010 2.4991  -0.1400
C -2.4144 2.7804 2.2544  -0.3267
P -1.9140 1.7221 0.8280  1.1364
C -0.0819 1.6132 0.7752  -0.3916
C 0.4814 2.2194 -0.3533  -0.1619
C 1.8495 2.2040 -0.5855  -0.0926
C 2.6723 1.5452 0.3128  -0.0673
C 2.1305 0.9421 1.4393  -0.0543
C 0.7621 0.9710 1.7003  -0.2968
C 0.2543 0.3489 2.9710  -0.0491
C -2.4367 0.0320 1.3429  -0.3306
C -2.9264 -0.2728 2.6151  -0.1273
C -3.3718 -1.5413 2.9362  -0.0942
C -3.3294 -2.5448 1.9738  -0.0817
C -2.8360 -2.2650 0.7177  -0.0784
C -2.3809 -0.9857 0.3706  -0.3482
C -1.8253 -0.7826 -0.9901  -0.3531
H 0.1056 4.8713 3.3183  0.0727
H 0.0132 4.2059 1.6852  0.0805
H 0.4219 3.1625 3.0270  0.0715
H -1.7414 5.2475 4.4686  0.1017
H -4.1433 5.0166 4.9313  0.0949
H -5.4880 3.3759 3.6174  0.0979
H -4.3838 1.9995 1.9199  0.1022
H -0.1784 2.6935 -1.0719  0.0949
H 2.2632 2.6639 -1.4744  0.0925
H 3.7372 1.4820 0.1265  0.1074
H 2.7838 0.4249 2.1331  0.1038
H 1.0717 0.2460 3.6858  0.0823
H -0.1576 -0.6436 2.7796  0.0522
H -0.5329 0.9542 3.4237  0.0680
H -2.9508 0.4955 3.3773  0.0941
H -3.7418 -1.7480 3.9330  0.0939
H -3.6690 -3.5466 2.2071  0.1016
H -2.7806 -3.0518 -0.0258  0.0845
H -1.9594 0.2425 -1.3435  0.0077
H -2.2917 -1.4681 -1.6987  0.0271
O 2.5559 -0.9698 -2.9249  -0.2701
C 2.9953 0.1891 -3.2139  -0.4404
C 4.3401 0.5829 -2.9271  -0.0361
C 4.8205 1.8374 -3.2195  -0.1235
C 4.0127 2.8047 -3.8303  -0.1433
C 2.7083 2.4598 -4.1352  -0.0954
C 2.1910 1.1978 -3.8417  -0.1278
C 0.7973 0.9113 -4.1761  -0.2895
N -0.1208 0.3261 -3.4312  0.0071
C -1.2815 0.3125 -4.1675  -0.1527
C -1.0734 0.9006 -5.3740  -0.0971
N 0.2508 1.2780 -5.3663  0.1034
H 4.9732 -0.1587 -2.4532  0.1000
H 5.8467 2.0832 -2.9659  0.0914
H 4.3919 3.7942 -4.0479  0.0806
H 2.0516 3.2021 -4.5817  0.1027
H -2.1879 -0.1205 -3.7792  0.0930
H -1.7223 1.0771 -6.2128  0.0982
H 0.7718 1.6848 -6.1219  0.1504
Se 0.2620 -3.1101 -2.9824  0.6134
C -1.2141 -4.0743 -2.2337  -0.6744
C -2.4986 -3.9435 -2.7578  -0.1445
C -3.5359 -4.6807 -2.2091  -0.1753
N -3.3895 -5.5266 -1.1896  0.0407
C -2.1573 -5.6505 -0.6963  -0.1679
C -1.0516 -4.9649 -1.1773  -0.1552
H -2.6825 -3.2744 -3.5890  0.0914
H -4.5408 -4.5829 -2.6083  0.0967
H -2.0436 -6.3372 0.1364  0.1010
H -0.0813 -5.1031 -0.7218  0.0699
S 0.4822 -2.7250 0.8839  0.5389
C 2.1686 -2.4593 1.3407  -0.6863
C 2.4951 -2.3879 2.6988  -0.1559
C 3.7941 -2.1313 3.1092  -0.1166
C 4.8008 -1.9290 2.1728  -0.1195
C 4.4918 -2.0163 0.8222  -0.0963
C 3.1971 -2.2923 0.4065  -0.1442
H 1.7075 -2.5219 3.4305  0.0932
H 4.0188 -2.0772 4.1683  0.0944
H 5.8129 -1.7142 2.4923  0.0894
H 5.2638 -1.8711 0.0758  0.0986
H 2.9930 -2.3697 -0.6560  0.0667

## Properties
- E (eV) = -140933.530
- max |F| (hartree/bohr) = 0.0032
- relative energy (zero: lowest compared OMol25 entry of this formula, charge and spin) (kcal/mol) = 0.0
- net charge = -1
- molecular weight (g mol⁻¹) = 937.74



No. 2
Below is C41H36Cl2NP2Sn as an isolated structure at a distorted geometry, with properties calculated with wB97M-V/def2-TZVPD.

Each line ends with the Löwdin charge.
Geometry (Å):
Sn -0.0473 -0.4025 -0.0186  0.5278
Cl -2.3910 -0.6284 0.3553  0.1912
P -0.3113 -0.2586 -2.6175  1.0351
P 0.4986 -0.6653 2.5002  1.0456
C -0.8476 1.3715 -3.1573  -0.3551
C -1.5832 -1.4478 -3.0876  -0.3721
C 1.2576 -0.6710 -3.4201  -0.3533
C 2.2837 -0.5935 2.8581  -0.3403
C -0.3463 0.5958 3.4987  -0.3163
C -0.2025 -2.2623 3.0156  -0.3588
C -0.0698 2.1283 -4.0488  -0.0421
C -0.5455 3.3547 -4.5103  -0.0225
C -1.7764 3.8529 -4.0722  -0.0033
C -2.5188 3.1253 -3.1345  -0.0292
C -2.0596 1.8930 -2.6700  -0.0817
H 0.9001 1.7514 -4.3731  0.1126
H 0.0501 3.9216 -5.2249  0.1295
H -2.1567 4.8007 -4.4592  0.1344
H -3.4666 3.5179 -2.7696  0.1271
H -2.6304 1.3384 -1.9232  0.0978
C 2.4440 0.0110 -3.0921  -0.1086
C 3.6279 -0.2936 -3.7640  -0.0372
C 3.6483 -1.2713 -4.7633  -0.0107
C 2.4744 -1.9772 -5.0512  -0.0251
C 1.2900 -1.7060 -4.3668  -0.0439
H 2.4545 0.7479 -2.2881  0.0793
H 4.5429 0.2431 -3.5171  0.1240
H 4.5686 -1.4777 -5.3128  0.1325
H 2.4779 -2.7485 -5.8181  0.1278
H 0.3895 -2.2897 -4.5617  0.1157
C -2.3854 -1.1606 -4.1995  -0.0554
C -3.3401 -2.0848 -4.6242  -0.0224
C -3.5265 -3.2861 -3.9322  -0.0041
C -2.7524 -3.5502 -2.7950  -0.0318
C -1.7788 -2.6487 -2.3789  -0.1080
H -2.2654 -0.2107 -4.7210  0.1198
H -3.9358 -1.8595 -5.5074  0.1289
H -4.2636 -4.0142 -4.2782  0.1336
H -2.9099 -4.4737 -2.2383  0.1256
H -1.1839 -2.8629 -1.4916  0.0593
C -1.6565 0.3803 3.9585  -0.0540
C -2.2724 1.3225 4.7855  -0.0058
C -1.6401 2.5337 5.0814  0.0199
C -0.3786 2.7933 4.5315  -0.0160
C 0.2658 1.8401 3.7460  -0.0454
H -2.1965 -0.5185 3.6630  0.1189
H -3.2590 1.1123 5.1947  0.1339
H -2.1221 3.2668 5.7329  0.1426
H 0.1031 3.7508 4.7268  0.1327
H 1.2378 2.0633 3.3027  0.1230
C 3.2004 0.0883 2.0331  -0.1023
C 4.5587 0.1064 2.3490  -0.0464
C 5.0246 -0.5081 3.5139  -0.0209
C 4.1116 -1.1728 4.3400  -0.0282
C 2.7577 -1.2372 4.0081  -0.0578
H 2.8613 0.5715 1.1192  0.0567
H 5.2615 0.6069 1.6851  0.1209
H 6.0853 -0.4687 3.7701  0.1306
H 4.4593 -1.6547 5.2519  0.1274
H 2.0634 -1.7929 4.6349  0.0979
C -0.3405 -2.5192 4.3887  -0.0996
C -0.7910 -3.7667 4.8287  -0.0266
C -1.2024 -4.7420 3.9126  -0.0135
C -1.1427 -4.4546 2.5448  -0.0360
C -0.6395 -3.2352 2.0980  -0.1067
H -0.1054 -1.7433 5.1187  0.1164
H -0.8235 -3.9704 5.8986  0.1280
H -1.5660 -5.7128 4.2567  0.1317
H -1.4866 -5.1938 1.8209  0.1240
H -0.6042 -3.0389 1.0288  0.0276
H 1.6506 -0.0947 -0.3969  -0.0329
H 0.6390 -1.9933 -0.4305  -0.0011
Cl -2.9461 4.4895 1.6948  0.7710
C -1.5514 3.9050 0.8844  -0.6447
C -0.6014 4.7683 0.3483  -0.0245
C 0.5177 4.1993 -0.2601  -0.0073
C 0.6491 2.8179 -0.3064  -0.1291
N -0.2876 1.9821 0.1943  -0.0725
C -1.3855 2.5320 0.7778  -0.1887
H -0.7585 5.8459 0.4243  0.1367
H 1.3023 4.7973 -0.7049  0.1283
H 1.5330 2.3697 -0.7714  0.1032
H -2.1381 1.8663 1.1817  0.0631

## Properties
- E (eV) = -94016.912
- max |F| (hartree/bohr) = 0.0490
- relative energy (zero: lowest compared OMol25 entry of this formula, charge and spin) (kcal/mol) = 0.0
- net charge = +3
- molecular weight (g mol⁻¹) = 794.31